(1)
97
Properties=species:S:1:pos:R:3:mulliken_charge:R:1 method="wB97M-V/def2-TZVPD" total_charge=-2 lumo_energy_ev=3.840 homo_ev=0.197 relative_energy_ev=0.000 gap_ev=3.64
Cd -2.155 0.702 -0.605 1.21
O -0.850 -1.191 3.177 -0.81
C -0.954 -0.923 1.983 -0.05
O -1.972 -0.326 1.435 -0.64
C 0.166 -1.223 1.012 0.75
C 1.477 -1.036 1.166 -2.03
C 2.433 -1.106 -1.484 -1.20
C 1.677 -0.538 -2.484 -1.19
C 0.468 0.170 -2.295 -0.43
N 0.070 0.043 -0.945 1.29
C -0.560 0.630 -3.229 -0.31
O -0.337 0.753 -4.436 -0.85
O -1.758 0.929 -2.713 -0.77
H 1.880 -0.888 2.163 0.13
H 3.317 -1.635 -1.825 0.63
H 2.013 -0.691 -3.505 0.41
C -0.436 1.878 4.011 -1.80
C 0.496 2.177 2.835 1.97
C 1.944 2.355 3.295 -1.69
C 0.010 3.377 2.047 0.46
C -0.051 4.629 2.649 -0.17
C -0.503 5.744 1.960 -1.57
C -0.897 5.613 0.635 -0.14
C -0.841 4.384 -0.008 0.62
C -1.239 4.246 -1.467 1.34
C -2.759 4.302 -1.627 -1.64
C -0.560 5.284 -2.360 -1.68
C -0.389 3.263 0.710 -1.31
N -0.448 2.008 0.075 0.62
C 0.542 1.226 -0.275 0.51
C -0.204 -1.215 -0.402 1.70
N -0.699 -2.146 -1.114 -0.38
C -1.017 -3.396 -0.551 0.22
C -2.277 -3.648 0.009 -0.16
C -2.567 -4.913 0.517 -0.31
C -1.655 -5.948 0.442 -1.55
C -0.440 -5.720 -0.192 -0.11
C -0.109 -4.472 -0.697 0.33
C 1.179 -4.281 -1.469 2.25
C 2.358 -5.069 -0.907 -1.99
C 0.947 -4.605 -2.946 -1.81
C -3.398 -2.628 -0.041 3.05
C -4.411 -3.063 -1.106 -1.46
C -4.082 -2.406 1.311 -1.74
C 2.569 -0.872 0.073 4.63
C 3.707 -1.761 0.571 -2.05
C 4.976 -1.303 0.678 -0.67
C 5.350 0.041 0.440 -1.58
C 4.345 1.001 0.203 0.91
C 4.631 2.378 0.087 -1.17
C 3.645 3.309 -0.192 -0.91
C 2.323 2.931 -0.313 -0.39
C 1.971 1.572 -0.150 0.48
C 2.961 0.614 0.086 0.24
H -0.151 0.939 4.488 0.43
H -1.466 1.764 3.666 0.37
H -0.400 2.685 4.752 0.31
H 0.479 1.309 2.179 -0.94
H 2.043 3.207 3.976 0.40
H 2.606 2.514 2.441 0.29
H 2.277 1.460 3.825 0.43
H 0.264 4.729 3.682 0.35
H -0.541 6.710 2.450 0.34
H -1.239 6.485 0.088 0.31
H -0.920 3.265 -1.816 -0.53
H -3.147 5.282 -1.327 0.36
H -3.245 3.548 -1.002 0.26
H -3.040 4.108 -2.664 0.42
H -0.897 6.300 -2.131 0.32
H -0.791 5.077 -3.407 0.45
H 0.524 5.248 -2.241 0.35
H -3.537 -5.083 0.971 0.34
H -1.891 -6.923 0.853 0.36
H 0.271 -6.532 -0.290 0.24
H 1.440 -3.227 -1.415 -0.87
H 2.242 -6.150 -1.045 0.46
H 2.493 -4.868 0.156 0.49
H 3.275 -4.767 -1.419 0.37
H 0.628 -5.646 -3.073 0.36
H 1.865 -4.452 -3.520 0.39
H 0.178 -3.950 -3.361 0.43
H -2.973 -1.675 -0.346 -1.29
H -4.802 -4.058 -0.877 0.33
H -3.952 -3.095 -2.096 0.38
H -5.264 -2.377 -1.139 0.26
H -4.782 -3.218 1.538 0.42
H -4.639 -1.464 1.303 0.26
H -3.353 -2.334 2.118 0.43
H 3.456 -2.796 0.768 0.18
H 5.748 -2.009 0.978 0.35
H 6.377 0.365 0.560 0.25
H 5.665 2.695 0.190 0.28
H 3.912 4.354 -0.325 0.37
H 1.586 3.667 -0.587 0.06
N -5.425 0.072 -0.384 0.02
C -4.523 0.798 -0.353 -0.26
H -6.236 -0.510 -0.392 0.29

---

(2)
104
Properties=species:S:1:pos:R:3:mulliken_charge:R:1 method="wB97M-V/def2-TZVPD" total_charge=+1 lumo_energy_ev=-3.187 homo_ev=-10.040 relative_energy_ev=0.000 gap_ev=6.85
Pt 0.451 -0.007 -0.031 2.44
C 2.516 0.911 2.313 -1.26
P 0.736 0.376 2.311 -0.03
C -0.123 1.735 3.168 0.73
C -1.464 2.020 2.954 0.14
C -2.102 2.995 3.713 -0.81
C -1.405 3.686 4.689 -0.58
C -0.068 3.385 4.928 -0.97
C 0.568 2.409 4.182 -0.60
C 0.484 -1.008 3.450 0.94
C -0.787 -1.580 3.435 -0.26
C -1.082 -2.618 4.307 -0.90
C -0.120 -3.079 5.193 -0.70
C 1.143 -2.501 5.212 -0.71
C 1.449 -1.468 4.341 -0.46
C 3.186 0.614 1.006 -0.57
C 4.504 0.648 0.603 -1.28
C 4.562 0.078 -0.698 -1.46
C 3.276 -0.279 -1.036 0.20
C 2.639 -1.014 -2.163 -1.23
P 0.944 -0.334 -2.342 1.19
C 0.009 -1.500 -3.347 0.52
C -1.035 -1.012 -4.134 -1.02
C -1.829 -1.891 -4.851 -0.62
C -1.586 -3.257 -4.790 -0.63
C -0.540 -3.745 -4.021 -0.78
C 0.259 -2.870 -3.300 -0.29
C 1.095 1.115 -3.429 0.47
C 1.900 0.958 -4.560 -0.49
C 2.016 1.978 -5.489 -0.92
C 1.316 3.162 -5.309 -0.62
C 0.494 3.315 -4.205 -0.99
C 0.383 2.299 -3.264 -0.09
N 2.459 0.066 -0.008 0.83
H 3.042 0.434 3.141 0.72
H 2.502 1.978 2.531 0.70
H -2.028 1.474 2.213 0.15
H -3.152 3.191 3.545 0.50
H -1.903 4.441 5.283 0.42
H 0.474 3.900 5.710 0.45
H 1.598 2.166 4.410 0.42
H -1.547 -1.235 2.741 0.58
H -2.068 -3.062 4.286 0.55
H -0.351 -3.891 5.870 0.42
H 1.898 -2.862 5.897 0.46
H 2.448 -1.056 4.352 0.26
H 5.339 1.011 1.181 0.68
H 5.445 -0.066 -1.299 0.56
H 2.529 -2.071 -1.906 0.37
H 3.194 -0.951 -3.096 0.74
H -1.231 0.051 -4.180 0.33
H -2.637 -1.510 -5.462 0.48
H -2.209 -3.943 -5.349 0.43
H -0.346 -4.808 -3.976 0.47
H 1.058 -3.271 -2.691 0.26
H 2.424 0.028 -4.736 0.35
H 2.646 1.843 -6.358 0.45
H 1.403 3.958 -6.037 0.43
H -0.074 4.228 -4.079 0.50
H -0.262 2.428 -2.411 0.67
C -5.826 3.283 1.130 -1.44
C -5.415 2.022 0.412 0.17
O -4.602 1.238 1.303 -0.35
P -3.772 -0.007 0.751 1.01
O -3.232 -0.804 1.856 -0.76
Te -2.021 1.039 -0.603 -0.37
O -4.821 -0.747 -0.173 -0.53
C -4.766 -1.115 -1.563 0.68
C -5.908 -0.469 -2.309 -1.53
H -6.501 3.864 0.501 0.42
H -4.956 3.899 1.359 0.24
H -6.341 3.042 2.059 0.35
H -4.840 2.261 -0.491 0.12
H -6.280 1.426 0.120 0.29
H -4.834 -2.202 -1.596 0.37
H -3.802 -0.811 -1.978 -0.14
H -6.853 -0.664 -1.803 0.35
H -5.969 -0.886 -3.315 0.45
H -5.770 0.610 -2.395 0.27
O 0.748 2.144 -0.354 -1.09
S 1.241 3.312 0.507 0.57
C -0.148 4.468 0.687 -0.38
C 0.030 5.563 -0.358 -0.43
C 1.537 5.756 -0.518 -0.83
C 2.113 4.356 -0.687 -0.33
H -0.084 4.843 1.710 0.49
H -1.052 3.864 0.594 -0.16
H -0.470 6.480 -0.048 0.43
H -0.411 5.251 -1.305 0.23
H 1.951 6.237 0.371 0.31
H 1.793 6.379 -1.374 0.41
H 3.183 4.261 -0.516 0.48
H 1.862 3.921 -1.657 -0.13
Cl -2.174 -2.094 -1.117 0.20
C -0.922 -2.791 -0.172 1.06
C 0.215 -2.077 0.257 -1.78
C 1.168 -2.868 0.944 1.67
Cl 2.713 -2.302 1.467 -0.15
C 0.954 -4.218 1.253 -0.37
Cl 2.114 -5.117 2.148 -0.17
C -0.200 -4.866 0.841 0.30
Cl -0.458 -6.518 1.207 -0.17
C -1.128 -4.148 0.106 -0.09
Cl -2.531 -4.965 -0.460 -0.19

---

(3)
100
Properties=species:S:1:pos:R:3:mulliken_charge:R:1 method="wB97M-V/def2-TZVPD" total_charge=+3 spin_multiplicity=5 lumo_energy_ev="-6.884 / -11.070" homo_ev="-15.163 / -15.588" relative_energy_ev=0.591 gap_ev="8.28 / 4.52"
Pd 0.064 -0.341 0.122 2.93
N 1.548 -1.635 8.572 -0.31
C 1.219 -1.373 7.321 1.10
C 1.275 -0.024 6.832 -0.69
C 0.925 0.235 5.541 -0.35
C 0.507 -0.823 4.715 -0.58
C 0.444 -2.155 5.172 -0.73
C 0.798 -2.438 6.456 -0.73
S -0.035 -0.489 3.049 1.34
O 0.039 0.944 2.863 -0.48
O -1.332 -1.107 2.976 -0.87
N 0.945 -1.229 2.012 0.05
C 2.195 -0.577 1.838 -0.01
N 2.459 -0.244 0.571 0.59
C 3.624 0.390 0.369 -0.17
C 4.497 0.666 1.396 -0.83
C 4.096 0.291 2.673 -0.57
N 2.939 -0.327 2.901 -0.50
H 1.839 -0.905 9.210 0.25
H 1.510 -2.575 8.945 0.25
H 1.589 0.769 7.498 0.37
H 0.949 1.241 5.147 0.53
H 0.101 -2.939 4.511 0.46
H 0.754 -3.449 6.839 0.37
H 3.865 0.658 -0.652 0.42
H 5.441 1.156 1.216 0.47
H 4.715 0.499 3.537 0.46
C 0.687 2.581 -1.994 -1.68
C 1.309 1.306 -2.548 -0.91
P 0.142 -0.082 -2.490 2.16
C 0.889 -1.396 -3.465 0.64
C 2.249 -1.400 -3.776 -0.38
C 2.781 -2.428 -4.540 -1.00
C 1.962 -3.458 -4.984 -0.59
C 0.606 -3.458 -4.675 -0.88
C 0.068 -2.429 -3.921 -0.53
C -1.266 0.440 -3.499 0.72
C -0.993 0.796 -4.826 -1.07
C -2.029 1.131 -5.679 -0.87
C -3.344 1.089 -5.225 -0.75
C -3.617 0.740 -3.913 -1.02
C -2.578 0.430 -3.044 -0.05
P -0.143 2.386 -0.371 0.16
C 0.403 3.825 0.605 0.82
C 0.473 5.021 -0.118 -0.78
C 0.738 6.207 0.546 -0.91
C 0.951 6.205 1.918 -0.57
C 0.892 5.016 2.627 -0.77
C 0.621 3.819 1.977 0.08
C -1.921 2.622 -0.468 1.31
C -2.643 2.338 0.697 -0.93
C -3.984 2.663 0.776 -0.78
C -4.607 3.296 -0.296 -0.73
C -3.889 3.596 -1.445 -0.66
C -2.550 3.249 -1.542 -0.54
H -0.035 2.996 -2.699 0.52
H 1.472 3.323 -1.845 0.92
H 2.174 1.023 -1.947 -0.20
H 1.653 1.467 -3.573 0.71
H 2.903 -0.607 -3.436 0.34
H 3.831 -2.420 -4.798 0.48
H 2.378 -4.254 -5.586 0.47
H -0.032 -4.252 -5.039 0.51
H -0.996 -2.419 -3.717 0.37
H 0.020 0.776 -5.210 0.36
H -1.816 1.398 -6.705 0.49
H -4.153 1.334 -5.900 0.45
H -4.638 0.723 -3.557 0.54
H -2.794 0.227 -2.009 0.44
H 0.292 5.054 -1.184 0.36
H 0.777 7.132 -0.012 0.45
H 1.162 7.133 2.431 0.42
H 1.056 5.016 3.696 0.48
H 0.572 2.902 2.538 0.75
H -2.150 1.894 1.557 0.54
H -4.541 2.451 1.678 0.53
H -5.651 3.569 -0.229 0.44
H -4.369 4.103 -2.270 0.50
H -2.014 3.492 -2.450 0.32
O -2.101 -0.858 0.013 -0.64
C -2.586 -2.017 -0.723 -0.45
C -2.672 -3.260 0.126 -1.40
C -1.368 -3.565 0.862 -0.26
C -0.178 -3.725 -0.037 0.31
C 0.211 -4.991 -0.460 -0.86
C 1.374 -5.159 -1.188 -0.75
C 2.148 -4.045 -1.466 -1.32
C 1.694 -2.813 -1.046 -0.87
N 0.543 -2.645 -0.384 1.19
H -2.459 -0.866 0.915 0.22
H -1.880 -2.148 -1.543 0.05
H -3.559 -1.767 -1.145 0.61
H -2.946 -4.083 -0.539 0.55
H -3.484 -3.170 0.853 0.44
H -1.493 -4.480 1.441 0.70
H -1.152 -2.772 1.571 -0.51
H -0.397 -5.841 -0.180 0.61
H 1.682 -6.145 -1.511 0.48
H 3.082 -4.118 -2.004 0.58
H 2.266 -1.920 -1.246 0.82

---

(4)
106
Properties=species:S:1:pos:R:3:mulliken_charge:R:1 method="wB97M-V/def2-TZVPD" lumo_energy_ev=-1.211 homo_ev=-8.477 relative_energy_ev=0.000 gap_ev=7.27
Au -1.604 -0.211 0.145 1.98
Se 4.972 1.965 -0.966 -0.34
P 4.053 1.047 0.692 0.88
C 3.703 2.154 2.086 0.76
C 4.573 3.212 2.328 -0.71
C 4.408 3.999 3.459 -0.65
C 3.372 3.737 4.345 -0.58
C 2.492 2.692 4.099 -0.70
C 2.657 1.899 2.972 -0.37
C 5.044 -0.297 1.403 0.71
C 4.709 -0.846 2.640 -0.37
C 5.482 -1.860 3.178 -0.77
C 6.592 -2.330 2.486 -0.45
C 6.926 -1.785 1.257 -0.66
C 6.153 -0.767 0.714 -0.63
C 2.450 0.270 0.370 0.28
C 1.207 0.765 0.000 -0.70
N 0.377 -0.313 0.063 0.76
N 1.053 -1.383 0.451 0.08
N 2.297 -1.053 0.633 -1.09
P 0.496 2.293 -0.650 0.41
Se -1.563 2.404 -0.011 -0.44
C 1.412 3.719 -0.066 0.83
C 2.331 4.369 -0.882 -0.25
C 2.987 5.496 -0.409 -0.77
C 2.722 5.970 0.866 -0.58
C 1.799 5.323 1.680 -0.72
C 1.140 4.199 1.218 -0.72
C 0.650 2.176 -2.445 0.55
C 1.806 1.652 -3.020 0.28
C 1.902 1.554 -4.399 -0.79
C 0.848 1.969 -5.202 -0.65
C -0.303 2.492 -4.629 -0.65
C -0.406 2.595 -3.250 -0.82
H 5.371 3.417 1.624 0.40
H 5.088 4.821 3.645 0.45
H 3.247 4.352 5.228 0.43
H 1.675 2.491 4.779 0.46
H 1.960 1.089 2.789 0.47
H 3.845 -0.490 3.185 0.31
H 5.218 -2.285 4.137 0.41
H 7.197 -3.122 2.910 0.38
H 7.791 -2.148 0.717 0.40
H 6.410 -0.328 -0.242 0.32
H 2.538 4.004 -1.877 0.48
H 3.710 5.997 -1.039 0.43
H 3.235 6.851 1.231 0.42
H 1.592 5.695 2.675 0.46
H 0.407 3.700 1.839 0.33
H 2.634 1.327 -2.403 0.15
H 2.800 1.145 -4.843 0.47
H 0.923 1.883 -6.279 0.41
H -1.124 2.817 -5.254 0.46
H -1.308 2.982 -2.794 0.42
O -5.920 -1.175 3.996 -0.56
C -6.177 -1.591 2.783 0.44
O -7.067 -2.365 2.523 -0.61
C -5.310 -1.062 1.669 0.24
C -5.597 -1.221 0.324 -0.02
Cl -6.879 -2.066 -0.386 -0.09
N -4.618 -0.650 -0.415 0.68
N -3.662 -0.166 0.426 -0.29
C -4.081 -0.372 1.676 0.37
C -3.227 0.182 2.836 0.19
O -3.821 0.314 3.922 -0.89
O -2.066 0.487 2.538 -0.22
C -4.682 -0.208 -1.782 0.25
C -3.536 -0.175 -2.554 0.55
C -3.591 0.279 -3.862 -0.86
C -4.793 0.705 -4.405 -0.71
C -5.934 0.695 -3.617 -0.81
C -5.885 0.251 -2.305 -0.60
H -5.102 -0.561 4.037 0.45
H -2.593 -0.506 -2.154 -0.31
H -2.682 0.286 -4.451 0.51
H -4.839 1.052 -5.429 0.45
H -6.877 1.049 -4.013 0.40
H -6.776 0.297 -1.698 0.54
C -1.690 -2.578 2.900 -0.88
Si -1.696 -3.446 1.245 0.40
C -0.239 -4.620 1.271 -1.27
C -3.273 -4.457 1.097 -1.18
C -1.753 -2.290 -0.284 -1.01
Si -0.837 -2.791 -1.894 0.68
C 0.613 -3.965 -1.755 -1.35
C -2.179 -3.660 -2.886 -1.30
C -0.145 -1.362 -2.904 -0.55
H -1.360 -3.312 3.641 0.57
H -2.683 -2.245 3.210 0.26
H -1.018 -1.721 2.949 0.17
H -0.247 -5.132 2.238 0.43
H 0.709 -4.090 1.178 0.33
H -0.292 -5.387 0.498 0.30
H -3.326 -5.212 1.886 0.40
H -3.334 -4.976 0.136 0.28
H -4.161 -3.824 1.194 0.26
H -2.803 -2.310 -0.594 0.56
H 0.325 -4.975 -1.469 0.38
H 1.371 -3.607 -1.060 0.31
H 1.068 -4.025 -2.750 0.41
H -2.626 -4.475 -2.309 0.29
H -1.765 -4.092 -3.801 0.41
H -2.980 -2.974 -3.170 0.30
H 0.873 -1.139 -2.577 0.17
H -0.703 -0.427 -2.886 -0.24
H -0.084 -1.691 -3.947 0.65